Molecular formula: C17H23CaN2O2S
Method: DFT, wB97M-V/def2-TZVPD

Output
* highest occupied orbital energy: -2.9 eV
* Kohn-Sham gap: 5.62 eV
* LUMO level: 2.70 eV
* max |F|: 0.1034 hartree/bohr
* total energy: -54351.6780 eV

The geometry in ORCA input format:
```
! wB97M-V def2-TZVPD RIJCOSX def2/J DEFGRID3
* xyz -1 1
Ca 0.000 0.000 0.000
N -2.032 -1.100 -0.341
C -3.046 -1.164 0.691
C -2.570 -1.960 1.917
C -1.425 -1.313 2.712
N -0.193 -1.268 1.952
H -2.446 -0.457 -1.398
H -1.921 -1.962 -0.834
H -3.947 -1.634 0.281
H -3.319 -0.148 0.995
H -2.284 -2.975 1.612
H -3.425 -2.073 2.595
H -1.258 -1.881 3.634
H -1.708 -0.296 3.004
H 0.249 -2.162 1.872
H 0.790 -0.754 2.636
C 2.705 2.965 -2.105
C 1.488 2.087 -1.935
O 1.383 1.418 -0.909
C 0.454 2.073 -3.039
C 0.654 2.875 -4.187
C -0.274 2.890 -5.224
C -1.409 2.104 -5.123
C -1.605 1.312 -3.986
C -0.699 1.256 -2.903
O -0.937 0.512 -1.895
H 3.349 2.861 -1.225
H 2.410 4.015 -2.178
H 3.282 2.651 -2.978
H 1.534 3.499 -4.291
H -0.111 3.508 -6.100
H -2.151 2.094 -5.914
H -2.506 0.701 -3.927
S 2.129 0.400 1.640
C 3.475 0.644 2.674
C 3.321 0.530 4.055
C 4.418 0.730 4.898
C 5.667 1.043 4.359
C 5.817 1.156 2.977
C 4.721 0.957 2.133
H 2.351 0.287 4.481
H 4.290 0.640 5.971
H 6.518 1.198 5.013
H 6.783 1.399 2.548
H 4.845 1.046 1.057
H -1.017 1.590 0.933
*
```